9 unconnected molecules or ions with the total composition C8H33NO9 in a non-equilibrium geometry. Source: OMol25; level of theory: ωB97M-V/def2-TZVPD.

Atoms and positions in Å:
N 0.11649 -0.09778 0.91277
H -0.90999 0.06818 1.06941
H 0.38726 -1.04544 1.15769
H 0.47628 0.69346 1.50431
H 0.31509 0.20762 -0.03692
O 0.87047 2.03966 2.52053
H 1.45406 2.00140 3.28399
O -5.01508 0.85612 -0.77062
C -4.63307 -0.18903 0.04710
C -3.20721 -0.26016 0.71077
O -2.60688 0.81703 1.39489
H -4.73273 -1.14584 -0.52587
H -5.43200 -0.28813 0.81520
H -2.51825 -0.50823 -0.13237
H -3.25107 -1.10527 1.43207
C 1.77259 -1.41391 -1.93793
O 1.57779 -0.04440 -1.54575
H 0.85259 -1.93911 -1.68921
H 1.93703 -1.53488 -3.01100
H 2.61722 -1.84448 -1.39590
H 2.41965 0.37070 -1.75820
C 0.73935 4.10707 -0.23391
O -0.19119 3.22865 0.33887
H 0.45096 4.31045 -1.26893
H 0.81874 5.04004 0.33727
H 1.74285 3.65903 -0.30153
H 0.24620 2.88372 1.14916
C -1.89913 -3.37913 -0.60960
O -1.71944 -4.05483 -1.85748
H -1.92526 -4.12912 0.18270
H -1.11653 -2.64333 -0.42130
H -2.87330 -2.89074 -0.54699
H -2.04159 -3.43573 -2.51957
C 3.82128 1.25073 0.96319
O 3.29461 0.81187 2.20755
H 4.05233 2.31189 1.07678
H 4.69104 0.64596 0.70014
H 3.09217 1.10586 0.16100
H 2.44008 1.31972 2.33745
C -1.09627 1.59632 -2.41235
O -2.17423 2.48392 -2.16220
H -1.36254 0.62215 -1.98591
H -0.83874 1.43344 -3.46925
H -0.18768 1.94238 -1.92398
H -2.92846 2.07526 -2.60313
C 2.29138 -2.45772 2.04494
O 1.14225 -2.67831 1.23255
H 2.07906 -1.72704 2.81931
H 2.56742 -3.38333 2.56370
H 3.15558 -2.19920 1.43012
H 1.23879 -3.48749 0.72648

Computed properties:
total charge = -2
multiplicity = 1
LUMO = 4.129 eV

natural (NBO) population analysis, charges in e, atoms 1 to 8: atom 1 (N): -0.987, atom 2 (H): 0.492, atom 3 (H): 0.417, atom 4 (H): 0.479, atom 5 (H): 0.428, atom 6 (O): -1.243, atom 7 (H): 0.417, atom 8 (O): -0.982

2 unconnected molecules or ions with the total composition C6H14N2 in a non-equilibrium geometry. Source: OMol25; level of theory: ωB97M-V/def2-TZVPD.

Atoms and positions in Å:
H -0.73553 -2.35742 0.41785
N 0.18408 -2.32184 -0.01795
C 0.62223 -1.18693 -0.32766
C 1.99560 -0.88611 -0.77140
C 1.20536 0.28191 -0.19895
C 1.50563 0.75727 1.20199
C 0.85566 1.38444 -1.17585
H 2.19075 -0.91632 -1.83730
H 2.82020 -1.26734 -0.17949
H 1.72016 -0.07983 1.86576
H 2.36780 1.43017 1.20594
H 0.64150 1.28997 1.59904
H -0.01883 1.93127 -0.82407
H 1.68835 2.08330 -1.29736
H 0.61819 0.98082 -2.16067
C -2.72512 -0.64131 0.59386
N -1.94573 0.41928 -0.04523
H -3.77174 -0.42638 0.83685
H -2.74101 -1.48332 -0.09810
H -2.18914 -0.90344 1.50663
H -2.41726 0.71311 -0.90008
H -1.87115 1.19868 0.60620

Computed properties:
SMILES string = [H]/N=C1/CC1(C)C.CN
total charge = 0
multiplicity = 1
LUMO = 0.846 eV

natural (NBO) population analysis, charges in e, atoms 1 to 8: atom 1 (H): 0.332, atom 2 (N): -0.615, atom 3 (C): 0.336, atom 4 (C): -0.511, atom 5 (C): -0.045, atom 6 (C): -0.605, atom 7 (C): -0.598, atom 8 (H): 0.219

3 unconnected molecules or ions with the total composition C4H15N2O2 in a non-equilibrium geometry. Source: OMol25; level of theory: ωB97M-V/def2-TZVPD.

Atoms and positions in Å:
C 0.68104 1.33187 1.29237
C 1.26772 1.71486 -0.13894
C 0.03556 1.37527 -1.20143
C -0.82351 -0.78915 -1.67983
N 0.06121 -0.06474 -1.11716
N 1.12893 -0.24061 1.52895
H -0.40770 1.28406 1.30528
H 1.19943 1.86740 2.14103
H 1.55623 2.73972 -0.21466
H 2.10111 0.92584 -0.33917
H -1.04737 1.62694 -0.91524
H 0.26433 1.78386 -2.07690
H -1.78084 -0.26336 -1.72509
H -0.71607 -1.84817 -2.04097
H 1.22693 -0.57345 0.45806
H 1.86963 -0.18584 2.28745
H 0.28852 -0.77494 1.87711
H -4.88686 -0.45159 1.58262
H -4.21493 0.23207 0.62450
O -4.07692 -0.04949 1.55847
H 2.03755 -3.93637 -1.24577
H 2.19534 -2.51483 -1.28996
O 2.04066 -3.18936 -0.67073

Computed properties:
total charge = +2
multiplicity = 2
expectation value of S² = 0.756
LUMO (alpha / beta) = -9.894 / -13.095 eV

natural (NBO) population analysis, charges in e, atoms 1 to 8: atom 1 (C): -0.203, atom 2 (C): -0.401, atom 3 (C): -0.259, atom 4 (C): 0.122, atom 5 (N): -0.083, atom 6 (N): -0.756, atom 7 (H): 0.231, atom 8 (H): 0.275

A molecular structure, C28H31IrN9S in a non-equilibrium geometry. Source: OMol25; level of theory: ωB97M-V/def2-TZVPD.

Atoms and positions in Å:
Ir 0.84883 1.46586 -1.44677
C -1.98503 2.75971 -1.30399
N -1.47320 1.49244 -0.72971
C -2.24213 0.34728 -1.25067
C -1.46419 1.56754 0.71025
C -2.56238 1.21853 1.46681
C -2.53655 1.33171 2.85409
C -1.38219 1.76460 3.50199
C -0.26835 2.09567 2.76809
C -0.29097 2.04564 1.35316
N 0.79672 2.29904 0.57608
C 1.91894 2.97917 0.97631
C 1.90953 4.05784 1.88392
C 3.09034 4.65943 2.25659
C 4.30320 4.20324 1.74918
C 4.32373 3.18058 0.80682
C 3.14689 2.59333 0.39034
N 3.12705 1.54969 -0.61854
C 3.66087 0.27842 -0.09196
C 3.87436 1.94847 -1.83132
H -2.99123 2.96731 -0.93002
H -2.02296 2.67954 -2.38943
H -1.33395 3.58906 -1.02977
H -3.31513 0.55297 -1.25285
H -2.04877 -0.53942 -0.65032
H -1.93887 0.15120 -2.27801
H -3.46520 0.85630 0.99278
H -3.41495 1.06646 3.42632
H -1.35216 1.82034 4.58138
H 0.65653 2.34619 3.26543
H 0.96586 4.43766 2.25020
H 3.07532 5.49607 2.94177
H 5.23432 4.65294 2.06509
H 5.27122 2.86095 0.39326
H 4.74560 0.33932 0.03357
H 3.43935 -0.52742 -0.79120
H 3.22069 0.05771 0.87739
H 4.94050 2.07125 -1.62745
H 3.48688 2.88872 -2.21789
H 3.76283 1.17217 -2.58725
S 0.85996 4.34175 -5.06019
C 0.88359 3.17993 -4.01353
N 0.89964 2.25990 -3.23484
C 0.58708 -1.26219 0.81258
C 0.54210 -1.63008 -0.62614
N 0.68707 -0.76057 -1.61898
C 0.55842 -1.44426 -2.80718
C 0.34296 -2.74920 -2.52436
N 0.31420 -2.86102 -1.14963
C 0.17269 -4.15112 -0.45261
N -0.93364 -4.22491 0.44691
N -0.76973 -3.95006 1.77004
N -1.89021 -4.02676 2.35797
C -2.86347 -4.37231 1.44460
C -4.23429 -4.58326 1.59910
C -4.94601 -4.91547 0.46871
C -4.32181 -5.05210 -0.78393
C -2.96782 -4.85530 -0.95210
C -2.25022 -4.50569 0.18901
H 0.98337 -0.25200 0.89768
H 1.20685 -1.94567 1.38878
H -0.40612 -1.27525 1.26168
H 0.64107 -0.95571 -3.76317
H 0.19933 -3.59772 -3.17116
H 1.08347 -4.37546 0.10091
H 0.03577 -4.90050 -1.22793
H -4.69576 -4.50485 2.57382
H -6.01143 -5.08760 0.53911
H -4.92075 -5.33200 -1.64020
H -2.49765 -4.98798 -1.91863

Computed properties:
total charge = +2
multiplicity = 6
expectation value of S² = 8.826
LUMO (alpha / beta) = -4.808 / -8.578 eV

natural (NBO) population analysis, charges in e, atoms 1 to 8: atom 1 (Ir): 1.511, atom 2 (C): -0.421, atom 3 (N): -0.460, atom 4 (C): -0.423, atom 5 (C): 0.143, atom 6 (C): -0.185, atom 7 (C): -0.128, atom 8 (C): -0.190

A molecular structure, C5H8FGaIIn in a non-equilibrium geometry. Source: OMol25; level of theory: ωB97M-V/def2-TZVPD.

Atoms and positions in Å:
C -1.71538 -0.25534 -3.53599
C -1.38743 -0.35606 -2.36350
Ga -0.52074 -0.75712 -0.57006
F -1.80756 -1.32498 0.49291
C 0.35116 1.04812 0.36424
I 2.24051 1.43333 -0.46719
C 0.41895 0.62902 1.83804
C 0.94440 -0.79421 2.11425
H -1.92518 -0.43752 -4.57250
H 0.72675 -1.73259 -0.68752
H -0.34744 1.86644 0.14118
H -0.57136 0.74906 2.27651
H 1.09393 1.36198 2.29727
H 0.09909 -1.48415 2.08817
H 1.38634 -0.87804 3.10472
H 1.71238 -1.10114 1.39703
In -0.77825 2.08893 -3.93136

Computed properties:
total charge = +2
multiplicity = 1
LUMO = -12.769 eV

Mulliken population analysis, charges in e, atoms 1 to 8: atom 1 (C): 0.290, atom 2 (C): -0.934, atom 3 (Ga): 0.630, atom 4 (F): -0.314, atom 5 (C): -0.567, atom 6 (I): 0.590, atom 7 (C): -0.405, atom 8 (C): -1.128

A molecular structure, C13H38B3N3O8S2. Source: OMol25; level of theory: ωB97M-V/def2-TZVPD.

Atoms and positions in Å:
C -1.10206 2.83694 4.27639
S -2.66805 2.12243 4.69422
O -3.70521 2.97096 4.17322
O -2.65777 1.81542 6.09997
B -2.63957 0.48309 3.71841
O -3.38827 0.39569 2.58480
B -3.26737 -0.75541 1.81378
O -2.55309 -1.82438 2.33249
B -1.50815 -1.35436 3.09010
S 0.22167 -1.66952 2.58947
O -1.83021 -0.51964 4.15746
H -0.33152 2.21079 4.71514
H -1.09222 3.84010 4.68475
H -1.00609 2.83664 3.19325
H -3.67732 -0.82189 0.70989
H 0.64776 -0.41495 2.42402
C 2.10597 -6.47285 0.21885
C 1.46836 -5.18299 0.71981
C 1.37078 -4.07045 -0.33418
O 2.57644 -3.37261 -0.57998
C 3.44893 -3.95946 -1.52743
N 2.16816 -4.73425 1.92807
H 3.18681 -6.37064 0.11470
H 1.92326 -7.27866 0.92841
H 1.69527 -6.76931 -0.74814
H 0.43549 -5.41047 1.00285
H 0.67885 -3.31360 0.04486
H 0.95496 -4.45320 -1.27568
H 2.88798 -4.43803 -2.33562
H 4.11410 -4.69525 -1.06788
H 4.05464 -3.15767 -1.94795
H 1.69639 -3.89626 2.25313
H 3.08268 -4.39619 1.63944
C 2.43574 1.37331 -2.71114
C 2.06744 0.32137 -1.66986
C 1.56321 0.92982 -0.35372
O 2.56327 1.45769 0.49404
C 2.97413 2.78019 0.20111
N 3.19127 -0.59687 -1.48934
H 3.38540 1.85440 -2.47547
H 2.54510 0.90454 -3.68816
H 1.66603 2.14479 -2.78630
H 1.23506 -0.26416 -2.07430
H 1.08959 0.13371 0.22707
H 0.79857 1.69503 -0.55478
H 2.13403 3.38691 -0.15176
H 3.76944 2.80390 -0.54695
H 3.35861 3.21319 1.12371
H 2.91901 -1.38491 -0.90533
H 3.91672 -0.11205 -0.96864
C -4.43964 2.51540 -1.70981
C -3.07228 2.58853 -1.04164
C -2.15008 3.67273 -1.61343
O -1.54997 3.34366 -2.84998
C -2.32950 3.61491 -3.99933
N -2.45022 1.26179 -1.07985
H -4.37998 2.05877 -2.69823
H -5.11438 1.90577 -1.11041
H -4.88131 3.50751 -1.81613
H -3.23368 2.84683 0.01000
H -1.31625 3.81051 -0.91839
H -2.67460 4.63416 -1.68798
H -2.92029 4.52672 -3.87033
H -2.99879 2.78674 -4.24492
H -1.64183 3.75788 -4.83162
H -1.58141 1.28856 -0.55282
H -2.15785 1.08158 -2.03661

Computed properties:
total charge = 0
multiplicity = 1
LUMO = -0.017 eV

natural (NBO) population analysis, charges in e, atoms 1 to 8: atom 1 (C): -0.883, atom 2 (S): 1.958, atom 3 (O): -0.939, atom 4 (O): -0.940, atom 5 (B): 0.865, atom 6 (O): -0.871, atom 7 (B): 0.984, atom 8 (O): -0.880

2 unconnected molecules or ions with the total composition C3H8N2 in a non-equilibrium geometry. Source: OMol25; level of theory: ωB97M-V/def2-TZVPD.

Atoms and positions in Å:
C -0.30967 -0.19883 -0.43115
C -2.18808 1.13059 0.11054
C 1.74320 -1.01830 0.68693
N 0.60889 0.84500 -0.76919
N 0.70779 0.04316 0.46997
H -0.55681 -1.08673 -1.01979
H -1.58725 1.83766 0.50606
H -2.88388 0.65277 0.67945
H -2.55055 1.20027 -0.92281
H 1.01237 -1.92329 0.62210
H 2.46810 -1.05219 -0.14758
H 2.22977 -0.96214 1.68995
H 1.30612 0.53202 -1.47448

Computed properties:
total charge = 0
multiplicity = 1
LUMO = 0.921 eV

natural (NBO) population analysis, charges in e, atoms 1 to 8: atom 1 (C): 0.109, atom 2 (C): -0.556, atom 3 (C): -0.439, atom 4 (N): -0.472, atom 5 (N): -0.313, atom 6 (H): 0.190, atom 7 (H): 0.188, atom 8 (H): 0.171

40 unconnected molecules or ions with the total composition H80O40 in a non-equilibrium geometry. Source: OMol25; level of theory: ωB97M-V/def2-TZVPD.

Atoms and positions in Å:
H 2.41635 -2.26983 5.45407
H 1.70388 -1.12322 4.61705
O 2.50176 -1.67703 4.70307
H 1.64870 5.50242 3.33398
H 1.72351 5.51553 1.83436
O 2.26425 5.35509 2.62065
H -4.56190 4.59129 -1.32330
H -4.16937 3.18640 -0.65232
O -4.46857 4.07001 -0.52622
H 2.44587 -2.54610 3.25998
H 3.31844 -3.21915 2.19628
O 2.39255 -3.08154 2.42108
H 0.54309 0.63241 -3.21886
H 1.89393 0.14799 -2.60114
O 1.32329 0.05367 -3.36840
H -2.77719 1.53501 -1.41960
O -3.63730 1.14307 -1.64971
H -3.63569 -2.95493 2.23347
O -2.84032 -2.86982 2.78107
H 3.89573 4.70617 2.02631
H 4.57509 4.24530 0.71820
O 4.58411 4.93632 1.38148
H -3.89774 3.65685 -2.73198
H -3.35963 3.61369 -4.20695
O -4.03103 3.97431 -3.62409
H 0.13998 -0.26290 2.27084
H 0.05562 -1.67450 2.93312
O 0.46054 -0.80819 3.01065
H 1.24014 -3.97512 2.99205
H 1.25554 -5.47533 3.54117
O 0.82067 -4.63739 3.61814
H 3.99282 -4.93037 -0.88874
O 3.55594 -4.10420 -0.67573
H 3.08337 3.25981 5.26438
H 2.18474 3.06839 3.98305
O 2.64839 3.69571 4.53708
H -2.52151 2.14340 5.06636
H -3.48425 1.40585 4.33871
O -3.10759 2.29457 4.31182
H 0.74093 -2.29353 -4.95217
H 1.01920 -2.59782 -6.36640
O 1.39279 -2.76484 -5.49790
H -4.56042 -1.34213 -3.10345
H -5.12091 -2.69528 -2.73027
O -5.04093 -2.09514 -3.47372
H 5.14960 -1.90444 -2.73285
H 5.17909 -1.63954 -4.15127
O 5.77169 -1.96596 -3.43674
H 0.50201 -1.65668 -1.64098
H 0.84352 -2.90213 -2.25015
O 1.31045 -2.13918 -1.88079
H -1.03921 1.22442 -2.24595
O -0.98086 1.20684 -3.17171
H 0.42735 1.83963 6.31889
H 1.03523 3.06054 5.57658
O 1.25838 2.23067 6.01938
H -1.63520 4.21312 0.24403
O -1.46731 4.58921 1.10332
H -0.53769 -5.74484 -2.69054
H 0.80789 -5.11380 -2.75355
O 0.13340 -5.39143 -2.09489
H -5.07733 -2.42573 -1.12848
H -4.23865 -2.12585 0.00041
O -5.16372 -2.36032 -0.16859
H 3.19537 -1.13751 -3.27925
H 2.57504 -1.98759 -4.48830
O 3.35833 -1.54693 -4.12751
H -2.46878 -0.08660 -0.85778
H -2.13091 -1.00701 0.27444
O -1.93645 -0.89144 -0.66695
H 3.10935 -4.94918 -2.56473
H 2.54174 -4.49096 -4.06855
O 2.40449 -4.78973 -3.19157
H -0.90290 4.05691 -1.22422
H 0.13178 3.95786 -2.33883
O -0.02335 4.35958 -1.46955
H 2.30800 -1.57596 0.78374
H 1.82922 -0.54370 1.58601
O 2.50147 -0.62992 0.89449
H -1.13183 -0.04637 -5.64935
H -2.10932 -1.26545 -5.20646
O -1.35535 -0.97322 -5.71573
H 2.01765 4.05457 -1.38173
H 1.90135 5.21650 -2.33131
O 2.50881 4.54168 -2.03354
H -1.39754 -2.12232 5.05389
H -1.75837 -0.73922 5.25639
O -1.20846 -1.41229 5.68145
H 4.82708 0.05793 -1.59857
O 4.29597 -0.70868 -1.39807
H -2.47716 -4.18258 -1.29042
H -2.36821 -3.55820 -2.76865
O -2.93400 -3.90117 -2.08101
H -1.39633 2.01129 -3.49889
H -4.00224 0.85964 -0.79722
H -2.15378 5.19134 1.39397
H -2.24804 -3.31871 2.12538
H 3.10927 -3.73820 -1.44873
H 3.96599 -0.80989 -0.51309
O 0.48971 1.36082 0.04515
H 1.23174 1.88942 0.36994
H 0.15772 1.82315 -0.74009
O -4.60266 0.71625 2.77618
H -5.03657 -0.10878 3.06006
H -5.37766 1.21719 3.09054
O 3.60359 2.35302 0.82782
H 3.21152 1.56956 1.25155
H 3.00707 2.90273 1.37476
O -2.77857 2.19625 0.73459
H -1.85820 1.89329 0.70917
H -2.78314 2.42384 1.67905
O -0.46060 1.38779 4.25804
H 0.38853 1.63311 4.65229
H -0.42859 0.47893 3.92818
O 0.20952 3.19698 -4.65406
H 1.07692 3.52634 -4.36964
H -0.07194 3.94416 -5.19847
O -1.48135 -4.95572 2.39815
H -0.62922 -4.73304 2.04607
H -1.33121 -4.93920 3.34738

Computed properties:
total charge = -1
multiplicity = 2
expectation value of S² = 0.751
LUMO (alpha / beta) = 1.392 / 1.304 eV

Mulliken population analysis, charges in e, atoms 1 to 8: atom 1 (H): 0.308, atom 2 (H): 0.311, atom 3 (O): -0.730, atom 4 (H): 0.274, atom 5 (H): 0.301, atom 6 (O): -0.589, atom 7 (H): 0.273, atom 8 (H): 0.265

total charge of number 4 (C28H31IrN9S)? +2

Which of these has the highest multiplicity? C28H31IrN9S

Number 1 is which compound? C8H33NO9

What is the formula in the fourth record? C28H31IrN9S